Formula: C3H4N4
Source: OMol25
Level of theory: ωB97M-V/def2-TZVPD

**Net charge**: 0
**Maximum force**: 0.95 eV Å⁻¹

Positions of all 11 atoms, in Å:
N1 -0.385660 0.498297 0.128946
C1 0.765985 0.232551 0.601070
C2 -0.795638 -1.837945 -1.092403
N2 -0.461318 -1.612882 0.089003
N3 1.906710 0.147571 0.866461
C3 -0.204973 2.665909 0.444252
N4 -0.368827 3.801510 0.258999
H1 -1.145589 0.581251 0.793344
H2 2.599963 -0.512737 1.161182
H3 -1.021731 -2.877646 -1.368591
H4 -0.888922 -1.085880 -1.882262

Forces on the atoms, in the same order (eV/Å):
N 0.38 0.65 0.05
C -0.19 0.39 -0.10
C -0.03 -0.19 0.00
N -0.20 -0.90 -0.24
N -0.06 0.00 0.06
C -0.03 0.52 -0.08
N 0.06 -0.51 0.07
H 0.07 -0.08 0.07
H -0.07 -0.02 -0.04
H 0.04 0.10 0.03
H 0.03 0.04 0.16

=====

Formula: C3H4N4
Source: OMol25
Level of theory: ωB97M-V/def2-TZVPD

**Net charge**: 0
**SMILES**: Nc1cncnn1
**Maximum force**: 0.71 eV Å⁻¹

Positions of all 11 atoms, in Å:
N1 1.860176 -0.131081 -0.740224
C1 0.560302 -0.173819 -0.308290
C2 0.085036 0.792858 0.609560
N2 -1.194344 0.908465 0.838619
C3 -1.959030 -0.059182 0.309088
N3 -1.547692 -1.064705 -0.427377
N4 -0.265296 -1.092554 -0.801707
H1 2.521409 0.342252 -0.141022
H2 2.202195 -0.946765 -1.224199
H3 0.718332 1.435503 1.215282
H4 -2.981092 -0.010967 0.670273

Forces on the atoms, in the same order (eV/Å):
N 0.07 -0.12 0.09
C -0.22 0.08 0.05
C -0.30 0.10 0.15
N 0.42 -0.33 0.31
C -0.30 0.16 0.43
N 0.09 0.17 -0.10
N 0.17 0.32 0.24
H -0.08 -0.14 -0.18
H -0.04 0.01 0.07
H 0.32 0.09 -0.45
H -0.13 -0.36 -0.60

=====

Q: Which energy above the lowest of the compared OMol25 structures with the same formula, charge and spin values were calculated for the entries above? A: 735.1 167.5, in kJ/mol.